(1)
The following is a quantum chemistry calculation of a single C5H13N3 molecule in a non-equilibrium geometry, from the Open Molecules 2025 dataset.

```
! wB97M-V def2-TZVPD RIJCOSX def2/J DEFGRID3
* xyz 0 1
H 3.0705 -1.6962 1.9875
N 3.0158 -1.2138 1.1443
C 1.9221 -0.9747 0.5654
N 1.8288 -0.3648 -0.6357
C 0.6363 0.0221 -1.3521
C -0.2666 1.2020 -0.6833
C -0.9462 0.8094 0.6298
C -2.2338 -0.0896 0.5841
N -3.2092 0.5183 -0.2602
H 1.0373 -1.3409 1.0476
H 2.6411 0.2987 -0.8528
H -0.0198 -0.8331 -1.1870
H 1.0922 0.3856 -2.3803
H -1.0925 1.3985 -1.4565
H 0.4190 2.0085 -0.5792
H -1.1690 1.6954 1.1256
H -0.3441 0.3288 1.4480
H -2.6467 -0.1911 1.5753
H -2.0471 -1.1474 0.3308
H -4.1229 0.1921 -0.1029
H -2.9371 0.5069 -1.1577
*
```

Computed properties:
molecular weight	115.180	g mol⁻¹
ΔE to the lowest compared entry with this formula, charge and spin	45.9	kcal/mol
Kohn-Sham gap	0.3497	Ha
maximum force	3.95	eV Å⁻¹

---

(2)
The following is a quantum chemistry calculation of 2 unconnected molecules or ions with the total composition C5H13N3 in a non-equilibrium geometry, from the Open Molecules 2025 dataset.

```
! wB97M-V def2-TZVPD RIJCOSX def2/J DEFGRID3
* xyz 0 1
C 1.2955 -0.3456 -0.8173
C -0.5934 0.9297 -1.7091
C 2.0257 -0.9505 0.3562
H 1.6836 0.6343 -1.0803
H 1.2270 -1.0189 -1.6643
H 1.9987 -0.2917 1.2242
H -1.6196 1.1453 -1.4265
H -0.4843 0.2860 -2.5765
H -0.0295 1.8575 -1.7438
H 1.5666 -1.8995 0.6283
H 3.0765 -1.0988 0.0890
C -0.8244 0.2719 0.8979
N -0.2320 1.5060 1.0948
C -1.7857 -0.2283 1.6852
N -0.3998 -0.4903 -0.2763
N -0.9897 -1.5630 -0.6639
H -0.1263 1.7952 2.0543
H 0.5297 1.7662 0.4878
H -2.0088 -1.4099 -0.6344
H -2.1302 -1.2435 1.5672
H -2.1795 0.3478 2.5074
*
```

Computed properties:
molecular weight	115.180	g mol⁻¹
ΔE to the lowest compared entry with this formula, charge and spin	140.2	kcal/mol
Kohn-Sham gap	0.2857	Ha
maximum force	4.78	eV Å⁻¹

---

(3)
The following is a quantum chemistry calculation of a single C5H13N3 molecule in a non-equilibrium geometry, from the Open Molecules 2025 dataset.

```
! wB97M-V def2-TZVPD RIJCOSX def2/J DEFGRID3
* xyz 0 1
H 2.9233 0.9445 0.2803
N 2.1361 0.5393 0.7956
C 1.0770 0.4217 0.0251
C 1.2518 0.4686 -1.4794
C -0.1777 -0.2851 0.6465
C -0.3759 -1.7090 0.1374
N 0.0244 -0.3161 2.1176
C -1.3252 0.7052 0.3293
N -2.2101 0.4070 -0.7642
H 1.8604 1.3400 -1.7377
H 1.7650 -0.4335 -1.8206
H 0.2966 0.5528 -1.9941
H -1.2640 -2.1650 0.5889
H 0.4962 -2.3268 0.3784
H -0.4985 -1.7487 -0.9500
H 0.8175 -0.9411 2.2867
H 0.4193 0.5872 2.3967
H -1.9290 0.9019 1.2199
H -0.5937 1.6306 0.0518
H -1.7449 0.3249 -1.6606
H -2.9488 1.1012 -0.8473
*
```

Computed properties:
molecular weight	115.180	g mol⁻¹
ΔE to the lowest compared entry with this formula, charge and spin	28.8	kcal/mol
Kohn-Sham gap	0.3650	Ha
maximum force	4.21	eV Å⁻¹

---

(4)
The following is a quantum chemistry calculation of a single C5H13N3 molecule in a non-equilibrium geometry, from the Open Molecules 2025 dataset.

```
! wB97M-V def2-TZVPD RIJCOSX def2/J DEFGRID3
* xyz 0 1
C -1.3267 -1.4784 1.2724
C -0.6469 -0.1403 1.0936
C 0.8800 -0.3962 0.5842
N 0.9796 0.3273 -0.6575
C 1.1111 -0.6374 -1.8459
N 0.0257 1.2390 -0.8477
C 0.3399 2.5861 -0.4149
N -1.2961 0.6962 0.1068
H -0.8041 -2.0164 2.0109
H -1.1910 -2.0344 0.4046
H -2.3971 -1.3268 1.4915
H -0.5866 0.4412 2.1080
H 1.5778 0.0405 1.2754
H 1.0140 -1.4378 0.2962
H 2.1325 -0.9525 -1.9513
H 0.5564 -1.6226 -1.6825
H 1.0021 0.0196 -2.7242
H 0.8202 2.8088 0.5660
H 1.0199 3.1512 -1.2117
H -0.5920 3.1355 -0.5638
H -1.7459 0.0722 -0.6147
*
```

Computed properties:
molecular weight	115.180	g mol⁻¹
ΔE to the lowest compared entry with this formula, charge and spin	88.8	kcal/mol
Kohn-Sham gap	0.3527	Ha
maximum force	3.48	eV Å⁻¹